(1)
79
Properties=species:S:1:pos:R:3:forces:R:3:lowdin_charge:R:1 method="wB97M-V/def2-TZVPD" e_lumo_ev=-3.6 orbital_gap_ev=7.059 total_charge=+1 e_homo_ev=-10.62
C -4.0582 -5.3061 -0.3286 0.2 -0.1 -0.6 -0.073
C -2.5707 -4.7723 -0.4650 -1.9 0.0 -1.5 -0.272
O -1.8668 -4.7433 0.8233 0.9 2.7 0.3 -0.234
P -0.8247 -3.4341 0.7546 2.0 -0.3 -5.1 0.686
O -0.0601 -3.5235 -0.5792 -1.5 0.3 3.4 -0.315
C 0.4760 -3.4780 2.1360 -2.2 -0.4 0.4 -0.195
C -0.3076 -3.2522 3.4981 0.6 -0.6 -0.2 -0.166
C 0.5868 -2.8406 4.7500 -1.2 0.9 -0.6 -0.370
P 2.4068 -2.6234 4.3786 3.5 2.7 -2.1 0.675
O 2.5984 -1.3825 3.5107 -1.0 -2.9 1.7 -0.281
O 3.0950 -4.0101 3.6894 -1.3 2.1 2.0 -0.144
O 3.3241 -2.3327 5.7797 -1.6 -1.2 -1.5 -0.175
C 0.0549 -1.3928 5.2192 -0.4 -0.3 0.4 -0.165
N 0.6208 -0.9341 6.4876 -0.3 -0.7 -0.5 -0.059
C 0.4470 -1.9105 7.5802 0.7 0.6 0.2 -0.164
C 0.7631 -3.4156 7.2071 -0.2 0.0 2.6 -0.105
N 0.2908 -3.8386 5.8475 1.3 -0.4 0.2 0.069
O -1.6428 -1.9354 0.7243 1.1 -2.3 1.3 -0.236
C -0.7657 -0.8571 1.1042 0.2 2.1 0.1 -0.289
C -1.1891 0.5362 0.4340 0.8 -0.7 0.3 -0.051
H -4.2350 -6.0829 -1.1320 0.3 0.8 0.9 0.081
H -4.2666 -5.8053 0.6511 0.2 0.6 -0.8 0.076
H -4.7885 -4.4759 -0.5541 0.7 -0.9 0.6 0.080
H -2.0514 -5.4009 -1.2299 0.1 0.5 1.1 0.125
H -2.6477 -3.7373 -0.9136 0.3 -1.1 0.6 0.112
H 0.9167 -4.5142 2.1295 -0.3 1.2 -0.3 0.114
H 1.2040 -2.6746 1.8643 -0.6 -0.8 0.3 0.082
H -1.1289 -2.4924 3.3763 0.9 -0.6 0.2 0.108
H -0.8263 -4.2316 3.7412 0.5 1.0 -0.3 0.132
H 4.0519 -3.8594 3.8372 -0.3 -0.5 -0.3 0.092
H 4.0926 -1.7879 5.5150 -0.5 -0.1 0.0 0.099
H 0.1503 -0.6381 4.3871 0.3 -1.0 0.9 0.139
H -1.0643 -1.5384 5.3503 1.1 0.1 0.0 0.148
H 1.5792 -0.6021 6.3979 -0.3 -0.2 0.0 0.109
H 1.1937 -1.6253 8.3796 -0.9 -0.5 -0.8 0.144
H -0.5668 -1.7537 8.0441 0.8 -0.5 -0.6 0.132
H 1.8495 -3.6638 7.3788 -1.1 0.4 -0.8 0.135
H 0.2031 -4.0581 7.9531 0.6 0.6 -0.9 0.148
H 0.8060 -4.7035 5.6048 -0.5 0.2 0.1 0.190
H -0.7001 -4.1061 5.8893 0.1 0.4 -0.2 0.186
H 0.3004 -1.0309 0.7891 -1.1 -0.2 0.4 0.117
H -0.8383 -0.6839 2.2217 0.2 -0.5 -1.1 0.096
H -2.2107 0.4650 -0.0164 0.9 0.2 0.4 0.088
H -0.4056 0.7886 -0.3388 -1.2 -0.2 0.6 0.071
H -1.1286 1.3332 1.2324 -0.3 -0.8 -0.9 0.079
C 1.3710 1.5587 -7.3562 -0.3 -0.2 -0.7 -0.133
O 2.1881 0.9107 -6.3941 2.0 -2.0 1.3 -0.319
P 1.4597 -0.1774 -5.2865 -7.7 4.3 1.0 0.770
O 0.0737 -0.1726 -5.9269 1.7 -0.6 -0.2 -0.282
O 1.5797 0.9354 -4.0686 1.2 -1.0 -0.4 -0.277
C 2.2290 2.1978 -4.1940 -0.1 0.5 0.2 -0.105
O 1.0419 -1.4003 -4.1598 2.8 -0.6 -1.4 -0.293
C 0.0958 -1.0663 -3.1546 -0.2 0.2 0.8 -0.141
H 2.0022 2.2562 -7.9129 0.3 -0.2 0.2 0.096
H 0.9476 0.8437 -8.0614 -0.2 0.1 0.1 0.087
H 0.5775 2.1270 -6.8653 0.0 -0.3 0.0 0.087
H 1.6244 2.8813 -4.7923 0.2 0.0 -0.1 0.076
H 3.2309 2.0995 -4.6020 -0.1 0.1 -0.1 0.089
H 2.3115 2.6340 -3.1958 -0.1 -0.2 0.0 0.088
H -0.8293 -0.6869 -3.5932 0.1 0.1 -0.2 0.088
H 0.5058 -0.3320 -2.4620 0.0 0.0 0.0 0.064
H -0.1310 -1.9691 -2.5736 0.3 0.0 -0.4 0.071
C -0.5926 4.3174 -2.1157 0.4 -0.6 -0.1 -0.134
O -1.4699 4.9810 -3.0092 -1.9 0.3 -2.3 -0.318
P -0.8035 5.9061 -4.2921 7.0 3.3 4.3 0.778
O 0.6482 5.4874 -4.0681 -1.6 -0.8 -0.6 -0.282
O -1.1735 7.3044 -3.4905 -1.1 -0.8 -0.8 -0.269
C -1.9055 7.3639 -2.2715 0.0 0.4 0.3 -0.103
O -0.4281 6.8024 -5.7026 -2.6 -2.1 -0.4 -0.297
C 0.3480 7.9831 -5.5428 0.0 0.8 0.2 -0.134
H -1.2020 3.8490 -1.3374 -0.3 0.1 -0.3 0.089
H -0.0283 3.5354 -2.6239 0.1 0.1 0.1 0.070
H 0.0852 5.0311 -1.6412 0.1 0.0 -0.3 0.091
H -1.2901 7.0207 -1.4375 -0.1 -0.2 0.0 0.086
H -2.8349 6.8046 -2.3289 0.1 0.0 0.1 0.088
H -2.1510 8.4106 -2.0808 0.1 0.0 -0.2 0.093
H 1.2842 7.7668 -5.0258 -0.1 -0.2 0.1 0.087
H -0.2058 8.7500 -5.0049 0.1 0.0 0.0 0.079
H 0.5740 8.3728 -6.5376 -0.2 -0.3 -0.1 0.093

=====

(2)
73
Properties=species:S:1:pos:R:3:forces:R:3:lowdin_charge:R:1 method="wB97M-V/def2-TZVPD" de_lowest_kcal_mol=0.0 e_lumo_ev=0.6 orbital_gap_ev=9.376 e_homo_ev=-8.79
C 0.7977 0.5279 -2.8264 0.1 -0.5 -0.5 -0.234
Si -0.3742 -0.2266 -4.0802 -0.1 0.8 -0.1 0.489
O 0.3370 -0.6138 -5.5758 0.3 -1.1 1.0 -0.497
Si 1.2816 -1.9872 -5.6864 0.1 1.0 -0.6 0.177
S 3.2306 -1.7665 -4.7779 -0.1 0.0 0.1 0.379
H 0.4129 0.2651 -1.8447 -0.1 0.3 0.1 -0.007
H 1.8183 0.1489 -2.8957 0.0 0.0 -0.1 -0.005
H 0.8171 1.6094 -2.9536 0.0 0.0 0.1 0.030
H -1.4233 0.7747 -4.3693 0.0 -0.1 -0.2 -0.032
H -1.0687 -1.4117 -3.5234 0.2 -0.2 -0.1 -0.028
H 0.6571 -3.1646 -5.0569 0.1 0.0 0.1 -0.040
H 1.5325 -2.2035 -7.1239 -0.2 0.0 0.0 -0.064
H 3.5778 -0.6025 -5.3682 -0.2 -0.2 0.0 -0.184
C -0.8285 0.8607 0.8632 0.0 0.0 0.1 -0.355
O -0.9790 1.0307 -0.3393 -0.1 0.0 0.1 -0.026
N -0.5783 1.8352 1.7477 0.0 -0.1 0.0 -0.176
C -0.4203 1.5600 3.1652 0.0 0.2 -0.2 -0.059
C -0.4681 3.2040 1.2747 -0.1 -0.1 -0.1 -0.028
H -0.8952 -0.1356 1.3296 0.0 0.0 0.0 0.138
H -1.1807 2.1022 3.7303 0.0 -0.1 0.1 0.092
H 0.5704 1.8810 3.4956 0.0 0.0 0.1 0.084
H -0.5339 0.5005 3.3644 0.0 0.0 0.0 0.051
H -1.3958 3.5080 0.7859 0.0 0.0 0.0 0.089
H 0.3411 3.2874 0.5485 0.0 0.1 0.0 0.096
H -0.2637 3.8620 2.1149 0.0 0.0 0.0 0.061
C -4.7011 -0.0543 3.0408 0.0 0.0 0.0 -0.351
O -3.5523 0.1420 3.3857 0.1 0.0 0.0 0.012
N -5.2718 0.4801 1.9416 -0.1 -0.1 0.1 -0.197
C -6.6481 0.2114 1.5802 0.2 0.1 -0.1 -0.062
C -4.4696 1.3509 1.0985 0.1 -0.1 0.1 -0.031
H -5.3870 -0.7026 3.6127 0.0 0.0 0.0 0.131
H -6.6944 -0.2625 0.5975 -0.1 0.0 0.0 0.089
H -7.2193 1.1418 1.5512 -0.1 0.0 0.0 0.088
H -7.1016 -0.4547 2.3115 0.0 0.0 0.0 0.081
H -3.5987 0.8124 0.7251 0.0 0.1 -0.1 0.079
H -4.1185 2.2083 1.6749 0.0 0.0 -0.1 0.093
H -5.0663 1.6983 0.2589 0.0 0.0 0.0 0.089
C 0.0445 6.0075 4.3125 0.0 0.0 0.0 -0.354
O 0.8230 5.7057 3.4289 0.0 -0.1 0.0 0.005
N 0.0840 5.5139 5.5665 -0.1 0.1 0.0 -0.197
C -0.8729 5.9082 6.5801 0.2 -0.1 0.0 -0.060
C 1.1217 4.5534 5.9011 0.0 0.0 -0.1 -0.034
H -0.7805 6.7227 4.1546 0.0 0.0 0.0 0.133
H -0.3580 6.3678 7.4263 -0.1 0.0 0.0 0.089
H -1.4277 5.0368 6.9337 0.0 0.0 0.0 0.090
H -1.5772 6.6273 6.1669 0.0 0.0 0.0 0.082
H 2.1063 4.9965 5.7478 0.0 0.0 0.0 0.094
H 1.0402 3.6744 5.2609 0.0 0.0 0.0 0.079
H 1.0168 4.2532 6.9406 0.0 0.0 0.0 0.087
C 1.0102 -1.3675 5.6853 0.0 0.0 0.0 -0.341
O 0.1392 -0.6382 5.2541 0.0 0.0 0.1 0.011
N 1.6047 -2.3453 4.9721 0.1 0.0 0.1 -0.198
C 2.6379 -3.1912 5.5338 -0.1 0.0 -0.2 -0.060
C 1.1862 -2.5474 3.5953 -0.1 0.1 0.1 -0.038
H 1.3930 -1.2878 6.7168 0.0 0.0 0.0 0.133
H 3.5631 -3.0858 4.9636 0.0 -0.1 0.1 0.089
H 2.3242 -4.2367 5.5093 0.1 0.0 0.0 0.089
H 2.8296 -2.9079 6.5667 0.0 0.0 0.0 0.081
H 1.3557 -1.6396 3.0144 0.0 0.0 0.0 0.089
H 0.1217 -2.7820 3.5571 0.0 0.0 -0.1 0.095
H 1.7535 -3.3656 3.1590 0.0 0.0 0.0 0.086
C 3.8690 -6.0468 -9.9184 0.0 0.0 0.0 -0.360
O 3.3520 -6.9840 -10.4921 0.0 0.0 0.0 0.012
N 3.2316 -4.9038 -9.5896 0.2 0.0 0.0 -0.201
C 3.9000 -3.8163 -8.9028 -0.3 -0.1 -0.1 -0.058
C 1.8287 -4.7676 -9.9390 0.1 -0.1 0.0 -0.043
H 4.9288 -6.0537 -9.6110 0.0 0.0 0.0 0.131
H 3.4024 -3.6197 -7.9517 0.1 0.1 0.0 0.061
H 3.8630 -2.9141 -9.5173 0.1 0.1 0.1 0.092
H 4.9399 -4.0737 -8.7132 0.0 0.0 0.0 0.083
H 1.2450 -5.5566 -9.4633 0.0 0.0 0.0 0.093
H 1.7002 -4.8548 -11.0184 -0.1 0.0 0.0 0.092
H 1.4647 -3.7980 -9.6075 0.0 0.0 0.0 0.078